# C6H6ClNO2

C6H6ClNO2 in the gas phase at a distorted geometry (ωB97M-V with the def2-TZVPD basis set, the OMol25 dataset).

The geometry in XYZ format:
```
16
Properties=species:S:1:pos:R:3:lowdin_spin:R:1
C -0.3843 1.5292 0.2091 0.36
C -1.5969 -0.5858 0.6763 0.17
C 0.4770 1.1272 -0.8638 0.00
C -1.1075 -1.4272 -0.0829 0.62
C -0.6528 0.6912 1.3179 0.17
C 1.2013 0.0066 -1.1686 0.28
N 1.6194 -0.9832 -0.1911 0.07
O 1.7426 -0.6432 0.9669 0.05
O 1.9926 -2.0907 -0.5534 0.07
Cl 1.6867 -0.3660 -2.6757 0.11
H -1.0466 2.3503 0.0725 0.02
H -2.4957 -0.4374 1.1553 0.03
H 0.6571 1.7740 -1.8199 0.00
H -0.8158 -1.9535 -0.8822 0.05
H 0.1048 0.0128 1.7253 0.01
H -1.3820 0.9954 2.1144 0.00
```

Results
Kohn-Sham gap (alpha / beta): 7.0 / 7.9 eV
⟨S²⟩: 2.0449
HOMO (alpha / beta): -7.09 / -10.11 eV
DFT total energy: -897.308966 Ha
2S+1: 3